No. 1
ORCA calculation (wB97M-V/def2-TZVPD) on C25H18BCl3F9IN4O3STeTi as an isolated structure.

Lowest unoccupied orbital energy (spin up / spin down)   1.9 / 1.8 eV
E   -5526.27189 a.u.
Highest occupied orbital energy (spin up / spin down)   -5.6 / -5.9 eV
Net charge   -1
2S+1   2

```
67
C25H18BCl3F9IN4O3STeTi, DFT wB97M-V/def2-TZVPD
Ti 0.153 0.484 -0.582
C 4.551 0.675 -1.544
C 3.882 -0.603 -1.943
N 4.497 -1.426 -2.763
C 3.894 -2.577 -3.110
C 2.675 -2.977 -2.621
C 2.109 -4.315 -2.999
O 2.385 -5.329 -2.026
C 1.995 -2.107 -1.742
C 0.793 -2.534 -1.055
N 0.012 -1.761 -0.395
C -0.960 -2.393 0.436
C -2.236 -2.647 -0.049
C -3.212 -3.154 0.793
C -2.914 -3.412 2.123
C -1.627 -3.211 2.598
C -0.643 -2.721 1.752
I 1.319 -2.571 2.439
C 2.581 -0.876 -1.431
O 1.998 0.019 -0.676
H 5.513 0.751 -2.046
H 4.693 0.708 -0.462
H 3.929 1.537 -1.793
H 4.431 -3.208 -3.810
H 2.549 -4.647 -3.940
H 1.027 -4.246 -3.151
H 2.646 -4.898 -1.206
H 0.593 -3.607 -1.030
H -2.453 -2.422 -1.083
H -4.207 -3.334 0.407
H -3.679 -3.783 2.793
H -1.382 -3.433 3.627
S -0.264 -0.501 -5.236
C 1.182 0.334 -4.875
C 1.235 0.690 -3.564
C 0.103 0.288 -2.771
C -0.795 -0.352 -3.584
C -2.139 -0.823 -3.236
C -2.741 -1.905 -3.891
C -4.038 -2.255 -3.572
C -4.712 -1.528 -2.600
C -4.030 -0.491 -1.984
N -2.786 -0.136 -2.287
H 1.913 0.525 -5.647
H 2.075 1.242 -3.160
H -2.183 -2.458 -4.637
H -4.518 -3.087 -4.072
H -5.731 -1.758 -2.320
H -4.509 0.090 -1.203
F -0.414 4.228 -2.525
Te 0.297 3.975 -0.828
F 1.112 5.627 -1.083
F 1.856 3.271 -1.572
F -1.130 4.931 -0.119
F 1.098 3.976 0.839
O -0.491 2.364 -0.623
F -0.748 2.217 2.703
B 0.098 1.120 2.852
F 0.573 0.761 1.497
F -0.604 0.019 3.340
F 1.202 1.411 3.611
Cl -5.353 1.146 1.267
C -3.758 1.639 1.899
Cl -3.513 3.357 1.608
Cl -3.676 1.242 3.610
C -2.738 0.899 1.145
N -1.943 0.355 0.530
```


No. 2
ORCA calculation (wB97M-V/def2-TZVPD) on C27H74ClO28S10 as an isolated structure.

Lowest unoccupied orbital energy   1.4 eV
E   -7620.24639 a.u.
Highest occupied orbital energy   -5.4 eV
Net charge   -1

```
140
C27H74ClO28S10, DFT wB97M-V/def2-TZVPD
Cl 0.647 0.544 -0.417
O 0.805 1.782 -1.078
O 1.946 0.008 -0.090
O -0.081 0.771 0.814
O 0.043 -0.442 -1.322
O -4.224 2.747 -0.817
S -3.409 1.627 -0.434
O -2.848 1.502 0.961
O -4.165 0.244 -0.926
C -4.709 -0.495 0.194
C -5.282 -1.875 -0.310
C -1.962 1.536 -1.539
H -5.491 0.062 0.712
H -3.990 -0.761 0.969
H -5.998 -1.769 -1.125
H -5.944 -2.361 0.406
H -4.442 -2.450 -0.698
H -2.264 1.863 -2.534
H -1.588 0.515 -1.461
H -1.250 2.285 -1.195
O -3.429 6.717 2.840
S -3.310 5.286 3.128
O -4.502 4.447 3.420
O -2.534 4.663 1.829
C -2.350 3.269 1.656
C -1.449 3.085 0.401
C -2.099 5.009 4.405
H -3.318 2.777 1.560
H -1.837 2.887 2.538
H -0.508 3.617 0.539
H -1.951 3.422 -0.506
H -1.101 2.053 0.351
H -1.197 5.541 4.102
H -1.861 3.951 4.514
H -2.448 5.471 5.329
O 6.791 0.642 -0.812
S 5.558 0.917 -1.562
O 5.542 1.544 -2.875
O 4.639 -0.480 -1.604
C 4.664 -1.438 -0.541
C 3.554 -2.404 -0.980
C 4.443 2.023 -0.416
H 4.655 -0.936 0.426
H 5.609 -1.973 -0.638
H 3.582 -2.624 -2.047
H 2.528 -2.040 -0.915
H 3.463 -3.360 -0.465
H 5.067 2.805 0.017
H 4.129 1.339 0.372
H 3.693 2.324 -1.148
O 4.544 2.424 1.821
S 3.620 3.534 1.576
O 3.759 4.797 2.309
O 3.488 3.833 -0.039
C 2.732 4.970 -0.517
C 1.602 4.473 -1.443
C 1.830 2.913 1.823
H 3.431 5.613 -1.050
H 2.324 5.482 0.355
H 0.876 3.808 -0.975
H 2.035 3.814 -2.196
H 1.186 5.309 -2.005
H 1.288 3.786 1.459
H 1.658 2.604 2.854
H 1.667 2.054 1.172
O -1.294 -2.886 -5.880
S -1.836 -3.560 -4.711
O -1.241 -4.808 -4.228
O -1.831 -2.413 -3.417
C -2.437 -2.795 -2.236
C -2.250 -1.666 -1.203
C -3.717 -3.785 -5.003
H -1.886 -3.683 -1.928
H -3.489 -3.064 -2.336
H -2.688 -1.930 -0.240
H -2.779 -0.745 -1.446
H -1.214 -1.396 -0.998
H -3.917 -4.373 -5.898
H -4.192 -2.804 -5.034
H -4.150 -4.349 -4.176
O -2.918 -2.447 0.983
S -2.114 -3.607 0.633
O -2.241 -4.448 -0.546
O -0.451 -3.264 0.879
C -0.021 -2.002 1.343
C 1.523 -2.146 1.423
C -2.167 -4.833 1.962
H -0.312 -1.762 2.365
H -0.286 -1.187 0.669
H 2.063 -1.321 1.887
H 1.897 -2.285 0.408
H 1.922 -3.023 1.934
H -1.574 -5.668 1.588
H -3.235 -5.007 2.097
H -1.681 -4.342 2.805
O -1.134 2.420 4.584
S -0.248 1.224 4.484
O 0.479 0.739 5.665
O -1.092 -0.014 3.792
C -2.190 0.261 2.906
C -3.205 -0.760 2.897
C 0.992 1.546 3.113
H -1.826 0.468 1.900
H -2.571 1.245 3.183
H -3.769 -0.647 1.972
H -3.790 -0.584 3.800
H -2.813 -1.777 2.903
H 0.476 2.285 2.499
H 1.057 0.620 2.541
H 1.898 1.987 3.526
C -0.743 -0.128 -3.597
S -0.533 -0.462 -5.393
O 0.251 0.782 -5.934
C 0.719 -1.789 -5.172
H -0.944 -1.008 -2.986
H -1.553 0.579 -3.415
H 0.095 0.413 -3.158
H 1.530 -1.221 -4.716
H 1.178 -2.170 -6.084
H 0.252 -2.550 -4.547
C 0.815 -4.628 -3.113
S 2.228 -3.468 -2.934
O 2.383 -2.652 -4.202
C 1.377 -2.431 -1.681
H 0.778 -5.345 -2.293
H 1.081 -5.168 -4.022
H -0.046 -3.981 -3.284
H 0.289 -2.486 -1.727
H 1.733 -1.401 -1.687
H 1.625 -2.815 -0.691
C 3.159 0.103 1.865
S 2.897 -0.132 3.726
O 3.021 -1.634 3.959
C 4.613 0.511 4.201
H 2.642 -0.631 1.248
H 4.206 0.149 1.563
H 2.706 1.031 1.517
H 4.753 1.421 3.617
H 5.293 -0.325 4.039
H 4.589 0.745 5.265
```


No. 3
ORCA calculation (wB97M-V/def2-TZVPD) on an isolated ion of composition C4H11N2O and charge +1.

Lowest unoccupied orbital energy   -3.5 eV
E   -343.45102 a.u.
SMILES   N[C@@H](C=O)CC[NH3+]
Highest occupied orbital energy   -13.7 eV
Net charge   +1

```
18
C4H11N2O, DFT wB97M-V/def2-TZVPD
O 1.299 3.011 -0.327
C 1.056 1.992 -0.916
C -0.026 0.999 -0.287
C 0.023 -0.337 -0.987
C -0.757 -1.632 -0.388
N -0.626 -1.442 1.194
N 0.323 0.877 1.120
H 1.059 2.002 -2.133
H -0.941 1.438 -0.395
H -0.227 -0.306 -2.047
H 1.075 -0.644 -0.876
H -1.802 -1.756 -0.532
H -0.228 -2.521 -0.847
H -0.345 -0.306 1.364
H -1.431 -1.730 1.668
H 0.159 -2.083 1.597
H 1.257 0.557 1.274
H 0.132 1.882 1.518
```


No. 4
ORCA calculation (wB97M-V/def2-TZVPD) on a 2-piece molecular cluster, C2H4BrCl overall.

Lowest unoccupied orbital energy   -1.3 eV
E   -3112.65044 a.u.
Highest occupied orbital energy   -9.3 eV
Net charge   0

```
8
C2H4BrCl, DFT wB97M-V/def2-TZVPD
C -0.115 0.856 1.370
C -0.497 -1.199 -2.321
Cl 0.212 -0.813 1.508
Br 1.232 -1.238 -3.167
H -1.224 0.878 1.158
H 0.240 1.329 2.288
H -0.302 -0.957 -1.282
H 0.455 1.146 0.445
```


No. 5
ORCA calculation (wB97M-V/def2-TZVPD) on C46H63N6O6PPbS2 as an isolated structure.

Lowest unoccupied orbital energy   0.4 eV
E   -3901.30095 a.u.
Highest occupied orbital energy   -8.0 eV
Net charge   0

```
125
C46H63N6O6PPbS2, DFT wB97M-V/def2-TZVPD
Pb -0.540 0.596 0.152
N 1.079 2.882 2.876
C -0.078 3.551 2.545
N -0.974 3.035 1.767
C -2.006 3.911 1.521
C -1.886 5.121 2.124
S -0.429 5.173 3.052
C -3.082 3.453 0.631
C -4.256 4.085 0.387
S -5.159 3.212 -0.800
C -3.882 2.034 -0.878
N -2.885 2.279 -0.071
N -3.909 0.945 -1.688
H 0.976 1.864 2.888
H 1.573 3.228 3.684
H -2.540 5.975 2.069
H -4.638 4.989 0.829
H -4.557 0.970 -2.460
H -2.953 0.626 -1.933
C 3.378 0.605 -4.812
C 2.509 -0.616 -4.552
C 2.843 -1.769 -5.478
O 1.133 -0.291 -4.684
C 0.454 -0.466 -3.443
C 1.585 -0.641 -2.410
O 2.685 -1.043 -3.217
C 1.428 -1.749 -1.314
O 0.556 -1.359 -0.298
C 0.931 -3.029 -1.994
C -0.423 -3.343 -1.966
C -0.911 -4.464 -2.624
C -0.045 -5.292 -3.323
C 1.309 -4.988 -3.357
C 1.792 -3.865 -2.699
C 2.781 -1.996 -0.620
C 3.813 -1.061 -0.601
C 4.928 -1.249 0.207
C 5.032 -2.374 1.011
C 4.010 -3.313 1.000
C 2.899 -3.122 0.193
C -0.590 0.659 -3.202
O -1.208 0.379 -1.985
C -1.715 0.564 -4.259
C -2.307 -0.672 -4.526
C -3.425 -0.771 -5.339
C -3.988 0.367 -5.903
C -3.416 1.601 -5.641
C -2.292 1.696 -4.828
C 0.012 2.073 -3.224
C 0.763 2.553 -4.298
C 1.269 3.845 -4.299
C 1.012 4.707 -3.241
C 0.210 4.269 -2.199
C -0.288 2.969 -2.202
H 3.180 1.014 -5.804
H 4.429 0.319 -4.753
H 3.179 1.373 -4.066
H 2.720 -1.459 -6.516
H 2.173 -2.602 -5.273
H 3.874 -2.088 -5.323
H -0.111 -1.394 -3.491
H 1.796 0.311 -1.898
H -1.091 -2.673 -1.441
H -1.971 -4.688 -2.595
H -0.421 -6.168 -3.837
H 1.994 -5.629 -3.898
H 2.849 -3.636 -2.726
H 3.759 -0.172 -1.214
H 5.719 -0.509 0.204
H 5.902 -2.519 1.639
H 4.074 -4.194 1.626
H 2.099 -3.852 0.203
H -1.914 -1.576 -4.078
H -3.859 -1.745 -5.532
H -4.860 0.290 -6.539
H -3.841 2.500 -6.070
H -1.873 2.673 -4.633
H 0.941 1.910 -5.146
H 1.862 4.183 -5.140
H 1.406 5.715 -3.246
H -0.055 4.940 -1.390
H -0.979 2.677 -1.423
O 1.996 2.255 -0.058
H 1.913 2.661 0.820
H 1.721 2.932 -0.691
O 1.927 -0.077 1.828
H 1.654 -0.779 1.200
H 2.718 0.281 1.406
N -1.708 -2.366 1.223
N -2.345 -1.239 0.612
H -0.761 -2.386 0.838
H -2.172 -3.224 0.946
H -3.145 -0.965 1.169
H -2.661 -1.411 -0.341
C -0.341 1.855 6.382
C 0.195 0.439 6.178
C 1.726 0.453 6.211
P -0.329 -0.278 4.541
C -2.197 -0.287 4.556
C -2.889 -0.739 5.841
C -2.764 1.033 4.028
C 0.005 -2.113 4.748
C 0.054 -2.659 6.176
C 1.265 -2.539 3.989
H 0.135 2.315 7.252
H -1.418 1.874 6.544
H -0.127 2.487 5.515
H -0.157 -0.188 7.002
H 2.122 1.125 5.445
H 2.152 -0.532 6.023
H 2.087 0.797 7.183
H -2.400 -1.041 3.784
H -2.536 -0.189 6.717
H -2.729 -1.800 6.030
H -3.968 -0.578 5.769
H -2.544 1.876 4.686
H -3.852 0.967 3.938
H -2.353 1.271 3.046
H -0.845 -2.571 4.230
H 0.985 -2.372 6.670
H 0.028 -3.752 6.152
H -0.773 -2.323 6.799
H 2.164 -2.101 4.427
H 1.235 -2.231 2.947
H 1.376 -3.626 4.029
```


No. 6
ORCA calculation (wB97M-V/def2-TZVPD) on C12H18F18FeO9P3 as an isolated structure.

Lowest unoccupied orbital energy (spin up / spin down)   4.0 / 4.0 eV
E   -5231.21104 a.u.
Highest occupied orbital energy (spin up / spin down)   1.7 / -4.5 eV
Net charge   -2
2S+1   6

```
61
C12H18F18FeO9P3, DFT wB97M-V/def2-TZVPD
Fe 0.016 1.531 1.258
P -1.277 4.414 0.411
F -1.561 3.105 1.210
F 0.094 3.601 -0.032
F -1.946 3.961 -0.989
F -0.843 5.783 -0.272
F -2.666 5.083 1.149
F -0.600 4.901 1.845
P 1.856 2.122 3.750
F 1.074 0.842 3.286
F 0.515 2.156 4.705
F 2.671 1.433 4.967
F 2.467 3.585 4.132
F 3.092 1.841 2.702
F 1.092 2.712 2.483
P -2.509 -0.169 3.447
F -1.426 -1.394 3.405
F -1.621 0.624 2.308
F -3.217 -0.891 2.148
F -3.560 1.121 3.463
F -3.373 -1.134 4.540
F -1.704 0.635 4.587
C 4.661 -2.015 -1.081
C 4.206 -0.624 -1.554
C 3.177 -0.381 -2.692
O 2.261 0.469 -2.036
C 2.552 0.591 -0.697
O 1.813 1.242 0.039
O 3.505 -0.161 -0.441
H 5.312 -1.865 -0.220
H 5.110 -2.507 -1.944
H 3.850 -2.685 -0.794
H 5.056 -0.003 -1.835
H 2.862 -1.282 -3.218
H 3.636 0.198 -3.493
C -4.817 1.404 -3.202
C -3.659 0.591 -2.627
C -2.449 0.701 -3.582
O -1.299 0.953 -2.741
C -1.728 0.981 -1.474
O -1.083 1.151 -0.440
O -3.003 1.131 -1.509
H -5.328 0.693 -3.851
H -4.545 2.270 -3.805
H -5.582 1.868 -2.578
H -4.013 -0.420 -2.424
H -2.658 1.447 -4.349
H -2.141 -0.297 -3.896
C 1.829 -4.835 0.092
C 0.721 -3.994 -0.468
C -0.613 -4.067 0.286
O -0.701 -2.822 1.078
C 0.230 -1.929 0.541
O 0.350 -0.763 0.942
O 1.012 -2.640 -0.289
H 2.527 -4.258 0.698
H 2.468 -5.255 -0.685
H 1.411 -5.713 0.585
H 0.649 -4.261 -1.522
H -0.690 -4.822 1.068
H -1.461 -3.952 -0.390
```